This record from the Open Molecules 2025 dataset describes 2 unconnected molecules or ions with the total composition C16H35N2O6PS2 in a non-equilibrium geometry. The level of theory is the ωB97M-V functional and the def2-TZVPD basis.

Each line ends with the Mulliken charge.
Positions of all 62 atoms, in Å:
1 S -2.509 2.562 -2.118  0.943
2 S -0.285 4.278 -1.388  1.039
3 P -4.574 2.732 -2.807  -0.023
4 O -2.382 1.652 -0.866  -0.577
5 O -0.136 3.582 -0.014  -0.556
6 O -1.760 1.847 -3.309  -0.643
7 O 0.161 5.772 -1.230  -0.702
8 O 2.428 -0.452 1.016  -0.320
9 O 0.637 3.596 -2.649  -0.260
10 N -1.969 4.212 -1.860  -0.533
11 N 2.624 -1.360 2.072  0.091
12 C 0.319 -2.413 1.939  -1.239
13 C 2.247 -3.508 0.751  -1.238
14 C 0.621 -0.164 3.084  -1.834
15 C 1.472 -2.175 4.170  -1.761
16 C 3.977 -3.374 2.619  -1.735
17 C -4.952 1.009 -3.541  -0.507
18 C 0.939 -3.736 1.502  -0.472
19 C 1.973 3.169 -2.203  -0.751
20 C -6.591 1.956 -0.728  -0.687
21 C 1.992 1.665 -1.491  0.238
22 C -5.747 3.205 -1.376  -0.489
23 C -4.217 -0.247 -2.773  -0.797
24 C 4.421 -2.269 0.493  -1.536
25 C 3.589 1.187 -1.492  -0.722
26 C 3.256 -2.590 1.492  1.717
27 C 1.297 -1.538 2.761  1.702
28 H -7.576 1.830 -1.357  0.247
29 H 2.708 -4.480 0.536  0.353
30 H 5.162 -1.601 0.949  0.444
31 H -6.554 3.952 -1.840  0.307
32 H 3.694 0.084 -1.906  0.062
33 H -4.221 -0.093 -1.608  0.165
34 H 4.049 1.316 -0.404  0.132
35 H 0.550 -2.084 4.754  0.450
36 H 2.626 3.046 -3.194  0.291
37 H 1.111 -4.389 2.365  0.301
38 H 4.614 -2.707 3.213  0.380
39 H -0.020 -1.869 1.045  0.360
40 H 4.946 -3.185 0.193  0.423
41 H 1.999 -3.069 -0.225  0.380
42 H -0.295 -0.303 3.671  0.405
43 H 1.663 1.708 -0.345  0.069
44 H -0.589 -2.620 2.524  0.371
45 H 3.304 -3.895 3.298  0.306
46 H -4.597 1.047 -4.679  0.278
47 H 1.295 0.473 3.670  0.435
48 H 0.323 0.388 2.185  0.369
49 H 2.541 3.982 -1.544  0.258
50 H -4.780 -1.247 -3.092  0.268
51 H 1.677 -3.244 4.145  0.317
52 H 4.208 1.944 -2.176  0.423
53 H -6.794 2.209 0.400  0.276
54 H 4.067 -1.806 -0.435  0.112
55 H -5.963 0.967 -0.832  0.118
56 H 1.290 0.891 -2.018  0.228
57 H 4.628 -4.155 2.206  0.446
58 H 0.237 -4.270 0.854  0.380
59 H -6.124 0.830 -3.533  0.343
60 H 2.267 -1.680 4.735  0.362
61 H -5.190 3.835 -0.530  0.313
62 H -3.087 -0.405 -3.081  0.279

- E_tot: -63376.757 eV
- Net charge: -1
- Multiplicity: 2
- HOMO level (alpha / beta): -0.196 / -0.196 hartree
- HOMO-LUMO gap (alpha / beta): 7.69 / 7.02 eV